(1)
Density functional theory data (wB97M-V/def2-TZVPD) for C31H39ClN6OTi as an isolated structure.

Geometry (Å):
Ti1 1.133 -0.850 -0.033
C1 -2.894 -0.786 0.125
C2 -2.676 0.207 1.257
C3 -1.306 0.105 1.913
N1 -0.163 0.476 1.071
C4 0.182 1.754 1.063
C5 -0.618 2.794 1.597
C6 -0.493 4.167 1.517
C7 0.481 4.962 0.932
C8 1.672 4.500 0.398
C9 2.171 3.213 0.321
C10 1.587 1.971 0.641
N2 2.254 0.838 0.590
C11 3.703 0.834 0.611
C12 4.164 -0.585 0.897
C13 3.385 -1.220 2.038
N3 2.034 -1.616 1.657
C14 1.381 -2.477 2.418
C15 1.846 -2.770 3.722
C16 1.487 -3.728 4.652
C17 0.537 -4.726 4.573
C18 -0.325 -4.896 3.501
C19 -0.509 -4.164 2.347
C20 0.136 -3.014 1.813
N4 -0.258 -2.385 0.721
C21 -1.454 -2.882 0.042
C22 -2.755 -2.261 0.546
H1 -2.185 -0.571 -0.679
H2 -3.885 -0.608 -0.300
H3 -3.422 0.022 2.039
H4 -2.852 1.222 0.892
H5 -1.145 -0.918 2.241
H6 -1.274 0.710 2.824
H7 -1.521 2.465 2.086
H8 -1.322 4.707 1.966
H9 0.314 6.031 0.931
H10 2.340 5.260 0.005
H11 3.176 3.141 -0.076
H12 4.028 1.510 1.413
H13 4.150 1.207 -0.319
H14 5.226 -0.578 1.152
H15 4.060 -1.209 0.006
H16 3.350 -0.519 2.885
H17 3.919 -2.112 2.382
H18 2.642 -2.122 4.057
H19 2.062 -3.687 5.572
H20 0.449 -5.413 5.404
H21 -1.005 -5.738 3.585
H22 -1.321 -4.542 1.747
H23 -1.486 -3.972 0.070
H24 -1.361 -2.626 -1.007
H25 -2.841 -2.368 1.632
H26 -3.580 -2.844 0.125
N5 0.086 -2.446 -3.752
C23 0.518 -1.547 -2.857
O1 -0.156 -1.272 -1.851
C24 1.787 -0.794 -3.082
C25 1.968 0.027 -1.832
H27 -0.664 -3.057 -3.474
H28 0.733 -2.779 -4.445
H29 1.677 -0.204 -4.001
H30 2.598 -1.509 -3.233
H31 1.270 0.879 -1.854
H32 2.977 0.414 -1.724
C26 -3.745 4.081 -4.666
C27 -2.880 3.242 -3.774
C28 -2.173 3.791 -2.713
C29 -1.399 2.967 -1.907
N6 -1.285 1.655 -2.084
C30 -1.959 1.133 -3.107
C31 -2.756 1.870 -3.966
H33 -3.578 5.143 -4.497
H34 -4.802 3.875 -4.488
H35 -3.547 3.868 -5.717
H36 -2.214 4.853 -2.507
H37 -0.842 3.400 -1.084
H38 -1.859 0.061 -3.239
H39 -3.274 1.370 -4.775
Cl1 2.299 -2.927 -0.936

Results
Kohn-Sham gap: 0.2454 Ha
Relative energy (zero: lowest compared OMol25 entry of this formula, charge and spin): 2.0 kcal per mole
Calculated total energy: -2918.17986 hartree
Highest occupied orbital energy: -6.659 eV
Molecular weight: 595.01 g mol⁻¹

(2)
Density functional theory data (wB97M-V/def2-TZVPD) for C20H36Cl2GaN2O3P as an isolated structure at a distorted geometry.

Geometry (Å):
O1 -0.735 1.462 -2.536
C1 -0.122 1.689 -3.567
C2 -0.656 2.530 -4.707
C3 -1.839 3.262 -4.480
H1 -2.204 3.352 -3.458
C4 -2.574 3.788 -5.552
H2 -3.534 4.267 -5.349
C5 -2.092 3.647 -6.864
H3 -2.689 4.009 -7.699
C6 -0.834 3.075 -7.080
H4 -0.439 3.024 -8.099
C7 -0.116 2.531 -6.010
H5 0.859 2.080 -6.180
H6 0.897 1.250 -3.697
C8 -0.851 -2.402 -1.724
C9 -0.115 -2.218 -0.455
H7 -1.187 -3.441 -1.869
H8 -0.227 -2.115 -2.579
H9 -1.721 -1.739 -1.762
C10 0.575 -3.114 0.253
C11 0.543 -4.614 0.169
H10 1.277 -2.763 1.029
H11 0.186 -4.934 -0.817
H12 -0.108 -5.056 0.947
H13 1.561 -5.015 0.310
Ga1 0.138 -0.314 0.382
Cl1 -2.166 -0.203 0.330
Cl2 1.565 0.024 -1.257
H14 -1.342 4.021 -0.110
H15 -2.776 4.317 1.706
C12 -1.080 2.981 0.114
C13 -2.705 3.259 1.974
N1 -1.420 2.744 1.518
H16 -0.013 2.800 -0.058
C14 -0.739 1.879 2.238
O2 0.219 1.194 1.754
H17 -2.782 3.142 3.059
H18 -1.075 1.777 3.288
H19 -1.654 2.304 -0.527
H20 -3.537 2.718 1.501
H21 4.940 -1.332 3.280
H22 5.766 1.021 2.336
C15 4.544 -1.489 2.262
C16 5.265 0.741 1.400
N2 4.186 -0.213 1.649
H23 3.638 -2.100 2.301
C17 2.913 0.069 1.395
O3 1.938 -0.722 1.687
H24 4.861 1.638 0.936
H25 2.732 1.015 0.878
H26 5.321 -1.998 1.669
H27 6.037 0.321 0.743
C18 0.056 -3.214 3.750
P1 -0.957 -2.088 2.709
C19 -2.408 -3.212 2.531
C20 -1.436 -0.926 4.045
H28 0.358 -4.103 3.188
H29 -0.531 -3.522 4.624
H30 0.958 -2.685 4.076
H31 -2.598 -3.753 3.468
H32 -3.300 -2.647 2.239
H33 -2.205 -3.950 1.739
H34 -1.771 -1.472 4.942
H35 -0.554 -0.317 4.306
H36 -2.240 -0.261 3.708

Results
Kohn-Sham gap: 0.2562 Ha
Relative energy (zero: lowest compared OMol25 entry of this formula, charge and spin): 0.0 kcal per mole
Calculated total energy: -4305.46143 hartree
Highest occupied orbital energy: -6.670 eV
Molecular weight: 524.12 g mol⁻¹

(3)
Density functional theory data (wB97M-V/def2-TZVPD) for an isolated ion of composition C3H8N2 and charge -1 at a distorted geometry.

Geometry (Å):
C1 -1.198 1.066 -1.184
C2 -1.244 -0.157 -0.254
N1 1.848 -0.656 0.047
C3 0.878 -0.323 0.968
N2 -0.380 -0.092 0.909
H1 -0.901 0.734 -2.212
H2 -0.549 1.836 -0.763
H3 -2.157 1.577 -1.166
H4 -1.094 -1.192 -0.761
H5 -2.283 -0.129 0.137
H6 1.720 -0.538 -0.944
H7 2.827 -0.310 0.203
H8 1.205 -0.409 2.031

Results
2S+1: 2
Kohn-Sham gap (alpha / beta): 0.1221 / 0.3319 Ha
Relative energy (zero: lowest compared OMol25 entry of this formula, charge and spin): 11.0 kcal per mole
Calculated total energy: -228.53125 hartree
Highest occupied orbital energy (alpha / beta): 1.246 / -4.697 eV
Molecular weight: 72.11 g mol⁻¹
Net charge: -1

(4)
Density functional theory data (wB97M-V/def2-TZVPD) for C37H49N10O2PPdS as an isolated structure at a distorted geometry.

Geometry (Å):
Pd1 0.542 -0.174 -0.483
C1 3.389 -0.830 0.287
N1 4.826 -0.784 0.126
C2 5.295 0.565 0.476
N2 4.664 1.584 -0.374
C3 3.227 1.528 -0.215
N3 2.697 0.178 -0.589
C4 3.104 -0.109 -2.005
N4 4.540 -0.048 -2.169
C5 5.160 -1.042 -1.282
C6 5.005 1.291 -1.775
H1 3.140 -0.607 1.322
H2 3.010 -1.810 0.026
H3 6.374 0.613 0.343
H4 5.060 0.769 1.521
H5 2.768 2.279 -0.853
H6 2.958 1.726 0.823
H7 2.640 0.636 -2.654
H8 2.745 -1.104 -2.262
H9 6.241 -1.008 -1.406
H10 4.805 -2.036 -1.559
H11 4.545 2.037 -2.422
H12 6.086 1.342 -1.893
N5 0.432 7.072 -0.223
C7 0.440 6.245 -1.294
O1 0.491 6.626 -2.442
C8 0.372 4.751 -1.020
C9 0.591 3.919 -2.109
C10 0.510 2.554 -1.939
N6 0.233 1.997 -0.753
C11 0.006 2.791 0.297
C12 0.063 4.169 0.202
H13 0.479 8.062 -0.402
H14 0.470 6.757 0.726
H15 0.808 4.360 -3.072
H16 0.644 1.882 -2.777
H17 -0.231 2.305 1.234
H18 -0.154 4.756 1.085
C13 -1.185 2.439 4.989
C14 -1.363 0.973 5.387
C15 -2.482 0.304 4.590
C16 -0.052 0.181 5.290
N7 0.272 -0.282 3.922
C17 0.447 -1.535 3.492
N8 0.679 -1.516 2.202
N9 0.646 -0.199 1.860
N10 0.403 0.541 2.890
H19 -2.145 2.957 5.021
H20 -0.782 2.529 3.978
H21 -0.506 2.951 5.675
H22 -1.632 0.938 6.445
H23 -2.321 0.408 3.511
H24 -3.439 0.772 4.822
H25 -2.570 -0.761 4.833
H26 -0.112 -0.723 5.891
H27 0.782 0.781 5.649
H28 0.397 -2.411 4.123
C18 -5.524 1.995 -0.570
C19 -4.264 2.577 -0.647
C20 -3.135 1.774 -0.688
C21 -3.263 0.384 -0.655
C22 -4.526 -0.198 -0.563
C23 -5.653 0.613 -0.530
P1 -1.797 -0.652 -0.830
C24 -2.270 -2.264 -0.170
C25 -2.398 -2.377 1.216
C26 -2.787 -3.580 1.785
C27 -3.049 -4.679 0.971
C28 -2.924 -4.569 -0.407
C29 -2.528 -3.365 -0.980
C30 -1.604 -0.871 -2.624
C31 -2.650 -1.122 -3.509
C32 -2.381 -1.274 -4.863
C33 -1.075 -1.180 -5.336
C34 -0.028 -0.912 -4.461
C35 -0.310 -0.748 -3.116
H29 -6.408 2.621 -0.542
H30 -4.165 3.656 -0.676
H31 -2.155 2.224 -0.756
H32 -4.638 -1.275 -0.517
H33 -6.636 0.161 -0.471
H34 -2.214 -1.512 1.847
H35 -2.901 -3.661 2.859
H36 -3.366 -5.616 1.412
H37 -3.140 -5.422 -1.039
H38 -2.446 -3.283 -2.057
H39 -3.670 -1.194 -3.146
H40 -3.193 -1.461 -5.555
H41 -0.874 -1.298 -6.394
H42 0.987 -0.830 -4.833
H43 0.466 -0.498 -2.379
C36 2.150 -4.378 0.410
S1 0.660 -3.715 -0.312
C37 0.596 -4.789 -1.725
O2 1.070 -2.365 -0.888
H44 2.965 -4.280 -0.309
H45 1.984 -5.426 0.666
H46 2.358 -3.802 1.311
H47 1.545 -4.742 -2.261
H48 -0.220 -4.446 -2.360
H49 0.396 -5.804 -1.374

Results
Kohn-Sham gap (alpha / beta): 0.2690 / 0.2697 Ha
Relative energy (zero: lowest compared OMol25 entry of this formula, charge and spin): 0.0 kcal per mole
Calculated total energy: -3004.28734 hartree
Highest occupied orbital energy (alpha / beta): -13.530 / -13.530 eV
Molecular weight: 835.33 g mol⁻¹
Net charge: +2

(5)
Density functional theory data (wB97M-V/def2-TZVPD) for a single C3H5F molecule at a distorted geometry.

Geometry (Å):
C1 1.041 0.081 0.430
C2 -0.268 -0.559 0.452
C3 -0.754 0.228 -0.732
F1 -0.401 -0.070 -1.937
H1 1.025 0.944 1.036
H2 1.820 0.005 -0.284
H3 -0.379 -1.606 0.420
H4 -0.795 -0.120 1.296
H5 -1.290 1.097 -0.682

Results
Kohn-Sham gap (alpha / beta): 0.3153 / 0.3095 Ha
Relative energy (zero: lowest compared OMol25 entry of this formula, charge and spin): 63.4 kcal per mole
Calculated total energy: -217.03722 hartree
Highest occupied orbital energy (alpha / beta): -7.731 / -7.672 eV
Molecular weight: 60.07 g mol⁻¹

(6)
Density functional theory data (wB97M-V/def2-TZVPD) for an isolated ion of composition C4H7O3S and charge -1 at a distorted geometry.

Geometry (Å):
C1 1.375 0.312 0.298
C2 -0.156 0.612 0.245
S1 -0.467 1.854 -1.164
C3 -1.069 -0.646 0.252
O1 -0.975 -1.270 -1.006
C4 -2.546 -0.108 0.402
O2 -3.080 0.108 -0.670
O3 -2.913 0.056 1.544
H1 1.509 -0.495 -0.493
H2 1.636 -0.008 1.295
H3 1.900 1.222 0.286
H4 -0.284 1.056 1.212
H5 -1.738 1.374 -1.583
H6 -0.936 -1.390 0.968
H7 -1.796 -1.067 -1.536

Results
SMILES string: C[C@@H](S)[C@H](O)C(=O)[O-]
Kohn-Sham gap: 0.2872 Ha
Relative energy (zero: lowest compared OMol25 entry of this formula, charge and spin): 6.7 kcal per mole
Calculated total energy: -780.57197 hartree
Highest occupied orbital energy: -4.368 eV
Molecular weight: 135.16 g mol⁻¹
Net charge: -1

- Number 5 is which compound?
  C3H5F

- What is the relative energy (zero: lowest compared OMol25 entry of this formula, charge and spin) in the second record?
  0.0 kcal per mole

- Number 2 is which compound?
  C20H36Cl2GaN2O3P